--- a ---
CH2F2O2PS | ωB97M-V/def2-TZVPD

Structure (XYZ):
```
9
Properties=species:S:1:pos:R:3:nbo_charge:R:1
C -0.151 0.512 -2.167 0.009
O 1.019 1.488 -0.104 -1.066
O -0.004 3.062 -1.863 -0.964
F 0.710 -0.582 -2.449 -0.434
F -0.822 0.632 -3.353 -0.389
P 0.326 0.454 0.938 0.584
S 0.882 1.874 -1.808 1.363
H 0.060 -0.663 -0.137 -0.030
H -0.844 1.147 0.761 -0.073
```

Calculated values
* charge: -1
* frontier orbital gap: 6.6 eV
* E_HOMO: -2.745 eV
* 2S+1: 1

---

--- b ---
CH2F2O2PS | ωB97M-V/def2-TZVPD

Structure (XYZ):
```
9
Properties=species:S:1:pos:R:3:nbo_charge:R:1
C -0.589 0.473 0.830 0.129
O -0.441 0.489 -2.758 -0.944
O 1.666 0.040 -1.628 -0.946
F -2.009 0.210 0.896 -0.444
F -0.464 1.456 1.846 -0.430
P 0.186 -1.124 1.383 0.149
S 0.510 0.925 -1.697 1.530
H 1.405 -0.759 0.852 -0.015
H -0.264 -1.711 0.276 -0.028
```

Calculated values
* charge: -1
* frontier orbital gap (spin up / spin down): 6.8 / 6.8 eV
* E_HOMO (spin up / spin down): -3.150 / -3.152 eV
* 2S+1: 1

---

What is the stability order? It is b, a, from most stable to least stable.

---

--- a ---
C12H48N24O12 | ωB97M-V/def2-TZVPD

Structure (XYZ):
```
96
Properties=species:S:1:pos:R:3:mulliken_charge:R:1
C 2.885 -1.573 -4.554 0.637
O 2.246 -1.105 -5.496 -0.638
N 2.596 -1.379 -3.219 -0.226
N 4.136 -2.057 -4.702 -0.436
H 3.419 -1.155 -2.688 0.283
H 1.789 -0.829 -2.963 0.024
H 4.553 -2.463 -3.883 0.170
H 4.601 -2.216 -5.576 0.230
C 1.584 -3.456 3.131 0.703
O 1.601 -2.784 2.081 -0.832
N 1.564 -4.795 3.211 -0.321
N 1.418 -2.840 4.326 -0.395
H 1.516 -5.415 2.427 0.152
H 1.623 -5.135 4.153 0.161
H 1.388 -3.398 5.158 0.134
H 1.352 -1.841 4.349 0.200
C -3.256 0.538 2.155 0.714
O -2.754 1.662 2.012 -0.602
N -4.572 0.360 2.344 -0.384
N -2.501 -0.579 2.138 -0.230
H -4.977 -0.530 2.584 0.151
H -5.187 1.099 2.638 0.247
H -1.581 -0.465 1.742 -0.092
H -2.949 -1.460 2.314 0.184
C -4.559 -0.168 -1.973 0.496
O -5.152 -0.105 -3.049 -0.668
N -3.487 -0.964 -1.781 -0.033
N -4.819 0.746 -1.011 -0.301
H -3.087 -1.061 -0.864 0.028
H -3.268 -1.657 -2.480 0.112
H -4.222 0.983 -0.239 0.035
H -5.435 1.462 -1.359 0.215
C -0.941 -4.029 -2.173 0.527
O -1.896 -4.497 -2.803 -0.691
N -1.003 -3.719 -0.862 -0.145
N 0.132 -3.467 -2.747 -0.129
H -0.130 -3.374 -0.505 -0.027
H -1.834 -3.519 -0.345 0.188
H 0.742 -2.986 -2.110 0.054
H 0.343 -3.521 -3.726 0.202
C -3.550 3.503 -0.666 0.426
O -2.641 2.699 -0.807 -0.506
N -4.007 4.408 -1.598 -0.467
N -4.001 3.788 0.581 -0.252
H -4.178 4.070 -2.530 0.259
H -4.461 5.230 -1.250 0.160
H -4.812 4.368 0.693 0.175
H -3.634 3.266 1.378 0.237
C -1.283 0.511 -4.846 0.351
O -1.298 0.577 -6.064 -0.715
N -0.275 -0.007 -4.057 -0.066
N -2.399 0.820 -4.140 -0.071
H -0.361 -0.105 -3.057 0.156
H 0.374 -0.585 -4.575 0.037
H -3.203 1.064 -4.691 0.227
H -2.546 0.716 -3.153 -0.029
C 3.848 4.010 0.674 0.760
O 4.068 4.243 1.877 -0.671
N 4.138 4.953 -0.258 -0.470
N 3.209 2.921 0.264 -0.259
H 3.954 4.821 -1.234 0.170
H 4.453 5.814 0.154 0.220
H 2.772 2.459 1.048 0.146
H 3.120 2.629 -0.691 0.139
C 0.216 -0.185 -0.276 -0.072
O -0.127 -0.988 -1.167 -0.276
N -0.361 1.000 -0.116 0.508
N 1.084 -0.520 0.706 0.108
H -0.966 1.330 -0.855 0.034
H -0.467 1.466 0.772 -0.140
H 1.275 -1.487 0.981 0.213
H 1.170 0.083 1.514 0.082
C 3.720 -5.913 0.771 0.511
O 4.796 -5.722 1.322 -0.629
N 2.810 -4.987 0.305 -0.373
N 3.433 -7.169 0.315 -0.317
H 1.899 -5.415 0.250 0.250
H 2.760 -4.053 0.694 0.147
H 2.506 -7.208 -0.071 0.169
H 3.988 -7.991 0.447 0.206
C 1.125 1.699 3.566 0.483
O 1.119 1.896 2.345 -0.294
N 0.543 0.645 4.136 -0.373
N 2.001 2.333 4.403 -0.408
H 0.066 -0.098 3.652 0.078
H 0.597 0.451 5.120 0.193
H 1.908 2.096 5.372 0.131
H 2.771 2.914 4.119 0.227
C 0.155 5.592 1.840 0.474
O -0.240 6.721 2.127 -0.715
N 1.276 5.034 2.375 -0.030
N -0.402 4.860 0.835 -0.241
H 1.573 4.365 1.687 -0.243
H 1.915 5.515 2.976 0.252
H -1.186 5.351 0.443 0.160
H -0.119 3.906 0.704 0.228
```

Calculated values
* charge: 0
* frontier orbital gap: 7.9 eV
* SMILES string: NC(N)=O.NC(N)=O.NC(N)=O.NC(N)=O.NC(N)=O.NC(N)=O.NC(N)=O.NC(N)=O.NC(N)=O.NC(N)=O.NC(N)=O.NC(N)=O
* E_HOMO: -8.558 eV
* 2S+1: 1

---

--- b ---
C12H48N24O12 | ωB97M-V/def2-TZVPD

Structure (XYZ):
```
96
Properties=species:S:1:pos:R:3:mulliken_charge:R:1
C -1.506 0.531 -3.313 0.510
O -1.393 0.089 -2.176 -0.327
N -0.900 1.659 -3.762 -0.359
N -2.098 -0.157 -4.336 -0.465
H -0.373 2.156 -3.067 0.176
H -1.144 1.963 -4.682 0.179
H -2.665 -0.967 -4.146 0.267
H -2.157 0.181 -5.278 0.113
C 2.325 1.076 -4.407 0.706
O 2.778 0.655 -3.330 -0.701
N 2.005 2.389 -4.551 -0.483
N 2.285 0.301 -5.512 -0.272
H 1.822 2.840 -3.672 0.255
H 1.611 2.712 -5.416 0.187
H 2.287 -0.723 -5.543 0.135
H 1.766 0.876 -6.158 0.147
C -4.178 2.599 -0.706 0.635
O -4.928 1.777 -0.164 -0.798
N -4.651 3.825 -1.085 -0.447
N -2.880 2.402 -0.905 0.069
H -5.640 3.877 -1.254 0.258
H -4.090 4.596 -1.395 0.140
H -2.374 1.632 -0.501 -0.303
H -2.370 3.188 -1.268 0.202
C 1.274 -0.205 0.422 0.155
O 2.153 -0.674 1.145 -0.716
N 1.237 -0.345 -0.932 0.541
N 0.324 0.691 0.781 0.190
H 0.711 0.287 -1.498 -0.279
H 1.977 -0.908 -1.320 -0.169
H 0.238 1.021 1.730 0.076
H -0.465 0.734 0.159 0.046
C 1.068 4.975 4.369 0.428
O 1.558 5.980 4.896 -0.704
N 1.740 4.297 3.381 -0.223
N -0.194 4.594 4.593 -0.267
H 2.639 4.628 3.089 0.194
H 1.302 3.518 2.913 0.114
H -0.382 3.716 4.123 0.294
H -0.862 5.068 5.164 0.168
C -0.337 -3.927 -2.483 0.530
O -0.366 -5.135 -2.261 -0.735
N -0.824 -3.004 -1.619 -0.061
N 0.039 -3.411 -3.680 -0.241
H -0.865 -2.019 -1.811 0.119
H -1.036 -3.301 -0.670 0.239
H 0.285 -4.067 -4.399 0.181
H 0.012 -2.444 -3.946 0.089
C 2.926 -2.958 -4.703 0.919
O 2.242 -2.490 -5.636 -0.806
N 3.224 -4.257 -4.684 -0.371
N 3.532 -2.197 -3.747 -0.250
H 4.013 -4.588 -4.160 0.169
H 2.696 -4.865 -5.282 0.225
H 3.171 -1.260 -3.604 -0.099
H 4.067 -2.701 -3.066 0.221
C -4.538 -0.858 2.082 0.403
O -4.505 -1.831 2.846 -0.625
N -5.441 0.128 2.224 -0.343
N -3.750 -0.690 0.992 -0.025
H -5.259 0.896 1.589 0.193
H -6.161 0.248 2.909 0.184
H -2.815 -1.062 0.946 -0.014
H -4.116 -0.052 0.293 0.274
C -1.168 -2.792 2.308 0.515
O -1.532 -3.009 1.145 -0.766
N -1.936 -3.149 3.385 -0.396
N -0.054 -2.082 2.559 0.015
H -2.863 -3.470 3.168 0.300
H -1.715 -2.728 4.268 0.181
H 0.152 -1.772 3.495 0.133
H 0.385 -1.797 1.702 0.020
C -1.988 1.839 3.081 0.437
O -1.001 2.457 2.664 -0.773
N -3.237 2.295 2.794 -0.337
N -1.974 0.610 3.658 -0.047
H -4.058 1.770 3.042 0.203
H -3.287 3.271 2.561 0.233
H -1.076 0.247 3.981 0.212
H -2.835 0.223 4.004 0.275
C 1.391 0.663 4.548 0.565
O 0.576 -0.260 4.612 -0.849
N 2.464 0.752 3.722 -0.256
N 1.367 1.643 5.485 -0.324
H 3.096 1.523 3.657 0.201
H 2.562 -0.105 3.190 0.124
H 2.094 2.327 5.590 0.170
H 0.559 1.720 6.077 0.246
C 4.773 -2.854 0.510 0.551
O 4.024 -3.327 1.352 -0.608
N 4.622 -1.576 0.075 -0.271
N 5.636 -3.608 -0.261 -0.411
H 3.797 -1.169 0.527 0.181
H 5.171 -1.090 -0.606 0.202
H 5.899 -4.491 0.139 0.246
H 6.117 -3.068 -0.953 0.180
```

Calculated values
* charge: 0
* frontier orbital gap: 8.0 eV
* SMILES string: NC(N)=O.NC(N)=O.NC(N)=O.NC(N)=O.NC(N)=O.NC(N)=O.NC(N)=O.NC(N)=O.NC(N)=O.NC(N)=O.NC(N)=O.NC(N)=O
* E_HOMO: -8.527 eV
* 2S+1: 1

---

What is the stability order? It is b, a, from most stable to least stable.

---

--- a ---
C8H14O2 | ωB97M-V/def2-TZVPD

Structure (XYZ):
```
24
Properties=species:S:1:pos:R:3:nbo_charge:R:1
C 1.009 -1.742 -0.593 0.105
C -1.027 -1.266 -1.572 -0.274
C 1.431 -2.812 -1.540 -0.703
O -0.141 -1.151 -0.623 -0.309
H 1.677 -1.367 0.163 0.184
H -1.982 -0.816 -1.373 0.170
H -0.889 -1.854 -2.461 0.163
H 1.528 -2.424 -2.556 0.218
H 2.389 -3.220 -1.236 0.234
H 0.693 -3.618 -1.571 0.221
C -0.027 2.293 -0.853 -0.723
C 0.046 0.474 2.597 -0.637
C 0.474 1.570 0.374 0.568
C -0.513 1.249 1.443 -0.097
C -1.790 1.619 1.386 -0.338
O 1.644 1.284 0.502 -0.549
H -0.454 3.256 -0.579 0.229
H 0.805 2.450 -1.536 0.237
H -0.792 1.699 -1.349 0.237
H 0.349 -0.517 2.258 0.225
H -0.687 0.370 3.394 0.210
H 0.937 0.971 2.981 0.232
H -2.205 2.176 0.563 0.199
H -2.475 1.378 2.183 0.199
```

Calculated values
* charge: 0
* frontier orbital gap: 7.4 eV
* E_HOMO: -6.850 eV
* 2S+1: 1

---

--- b ---
C8H14O2 | ωB97M-V/def2-TZVPD

Structure (XYZ):
```
24
Properties=species:S:1:pos:R:3:nbo_charge:R:1
C 2.121 -0.389 -0.235 0.317
C -2.612 -0.771 0.066 0.017
C -1.339 -1.017 0.726 0.333
C 2.494 -1.689 -0.828 -0.655
C -3.005 0.492 -0.551 -0.647
C -0.619 -0.956 1.813 -0.531
C 0.911 1.849 -0.013 -0.670
C 1.136 0.387 -0.611 -0.292
O 3.162 0.202 0.580 -0.705
O -1.517 -1.470 -0.534 -0.464
H -3.373 -1.439 0.312 0.182
H 1.976 -1.681 -1.823 0.226
H 2.053 -2.515 -0.265 0.219
H 3.522 -1.719 -0.858 0.230
H -2.155 1.131 -0.805 0.222
H -3.709 1.140 0.030 0.230
H -3.421 0.309 -1.577 0.221
H -1.075 -0.481 2.582 0.220
H 2.688 0.928 0.964 0.470
H 0.229 -1.619 1.816 0.221
H 0.051 2.347 -0.422 0.224
H 1.767 2.599 -0.140 0.213
H 0.904 1.929 1.030 0.207
H 0.459 -0.027 -1.262 0.211
```

Calculated values
* charge: 0
* frontier orbital gap: 9.4 eV
* SMILES string: C=C1O[C@@H]1C.C/C=C(/C)O
* E_HOMO: -8.480 eV
* 2S+1: 1

---

What is the stability order? It is b, a, from most stable to least stable.